# 1
This record from OMol25 describes a 17-piece molecular cluster, C41H78Cl33FI2O10PS2 overall in a non-equilibrium geometry. The level of theory is the ωB97M-V functional and the def2-TZVPD basis.

Output
frontier orbital gap	7.1	eV
charge	-1
HOMO energy	-6.1173	eV

```
168
Properties=species:S:1:pos:R:3:forces:R:3
C 3.2578 -3.8657 3.2719 -0.299 -0.615 -1.033
C 2.8955 -4.1693 1.9306 0.991 1.034 1.944
C 2.5751 -3.0657 0.7807 -0.149 -0.942 -1.072
C 1.6331 -3.9383 -0.1973 -1.520 1.251 0.766
I 2.6776 -5.4461 -1.3636 -0.332 0.333 0.350
C 0.4225 -4.6084 0.6516 -0.609 -1.001 -0.581
C -0.9591 -4.6515 -0.1860 0.251 0.021 0.940
O 1.6426 -2.0071 1.1495 1.876 -1.447 0.985
P 2.4079 -0.4307 1.3176 -1.049 -3.054 -1.628
C 2.6264 -0.4668 3.1924 0.557 -0.306 1.359
C 1.4915 -1.1930 4.0278 0.000 0.252 1.856
C 0.2079 -0.2841 4.3679 -0.804 -1.579 -1.708
C -1.0359 -0.9297 3.5417 1.091 0.737 -0.515
S -2.1658 -1.9547 4.5978 -6.392 2.827 0.579
O -2.3731 -1.4178 5.9837 2.170 -1.670 -2.568
O -3.5222 -1.9098 3.9122 3.879 -0.868 0.881
Cl -1.6431 -3.9976 4.5830 0.483 1.075 -0.003
O 0.8332 0.2756 1.3540 1.471 1.144 -0.088
C 0.6086 1.3206 0.4073 -2.639 0.507 -1.062
C -0.9895 1.3192 0.0709 1.449 1.392 0.506
C -1.6764 1.9978 1.3741 0.320 -0.580 -0.436
C -1.1378 2.2237 -1.2519 -0.851 -0.026 -0.038
C -2.4011 3.2064 -1.2566 -0.420 0.713 -1.697
C -2.0239 4.7296 -0.8364 -0.112 -0.693 1.176
C -2.9568 3.3321 -2.7817 0.097 0.720 0.959
S 3.5584 1.4585 1.0639 1.303 4.078 -0.911
O 3.1348 2.5467 2.0071 1.145 -2.000 -1.580
O 3.6891 1.8725 -0.3704 -0.020 -1.125 3.195
F 5.1488 1.0591 1.5477 -1.707 0.887 -0.334
O 3.9963 -1.1495 1.0563 -0.971 -1.247 -1.050
C 3.8746 -2.3152 0.1869 1.994 -0.451 1.613
C 4.0863 -2.1328 -1.3757 -0.098 0.456 -0.436
O 2.8861 -1.8584 -2.1390 0.803 0.678 -0.240
C 3.1471 -0.8333 -3.1218 -0.527 0.554 -1.403
C 2.0408 -0.7973 -4.2897 1.660 0.526 0.599
O 2.4370 -1.8240 -5.2483 -1.310 0.265 -0.310
C 1.4704 -1.9484 -6.3149 -0.870 -1.218 -0.147
C 0.7949 -3.4149 -6.3378 0.226 0.368 0.432
C 5.1922 -3.1477 0.6619 0.897 -1.004 -0.859
C 6.5459 -2.6099 -0.0435 -1.283 4.736 1.505
O 6.7777 -1.3982 0.0164 -0.124 -4.304 -0.494
I 7.9988 -3.8949 -1.0414 -0.431 -0.042 0.228
H 2.5982 -4.2206 4.1379 1.754 -0.854 -1.154
H 4.2184 -3.3278 3.5894 -2.278 0.695 -0.645
H 2.8670 -5.2835 1.6539 -1.585 1.786 0.475
H 1.1275 -3.2311 -0.9342 1.102 -0.926 0.801
H 0.1936 -4.0382 1.6092 0.714 -0.626 -1.228
H 0.6556 -5.7005 0.9196 -0.050 1.724 -0.242
H -0.7543 -4.7378 -1.2986 -0.439 0.234 1.325
H -1.6033 -5.5381 0.1604 1.032 1.216 -0.600
H -1.5421 -3.7181 0.1123 0.687 -1.083 -0.948
H 2.3667 -0.4441 -0.1146 -0.140 1.082 0.293
H 2.7948 0.5581 3.6812 -0.386 -1.200 -1.021
H 3.6034 -1.0435 3.3859 -1.481 0.853 -0.481
H 1.1384 -2.1924 3.6243 0.690 1.320 0.157
H 1.9573 -1.4357 5.0571 -0.475 0.287 -1.517
H -0.0989 -0.3057 5.4572 0.638 0.237 -1.367
H 0.3521 0.7507 3.9302 -0.272 -1.195 0.855
H -0.7011 -1.5805 2.6698 -0.358 0.663 1.189
H -1.7058 -0.1158 3.0813 0.477 -1.470 1.099
H 1.1262 1.2232 -0.5971 -0.093 -0.380 1.333
H 0.8104 2.3838 0.7936 0.039 -1.565 -0.216
H -1.3490 0.2556 -0.1014 0.438 1.322 0.287
H -1.6186 3.1427 1.3370 -0.299 -1.703 -0.094
H -1.0656 1.7086 2.3040 -1.042 0.239 -1.375
H -2.7467 1.6100 1.4500 1.272 0.851 0.185
H -1.2221 1.5847 -2.2069 0.233 0.649 1.546
H -0.2103 2.8714 -1.3949 -1.061 -0.829 0.284
H -3.2990 2.8109 -0.6553 1.587 0.563 -0.584
H -0.8925 4.8539 -0.7104 -1.545 -0.124 -0.402
H -2.4624 4.9328 0.2064 0.581 -0.043 -1.572
H -2.4357 5.4977 -1.5732 0.605 -1.064 1.001
H -3.7588 4.1605 -2.7783 1.642 -1.531 -0.164
H -3.4388 2.3707 -3.1547 0.797 1.139 0.343
H -2.0798 3.6802 -3.4301 -1.254 -0.659 0.628
H 4.5224 -3.1185 -1.7791 -0.447 1.400 0.572
H 4.7997 -1.2573 -1.5968 -0.772 -1.450 0.869
H 4.1483 -1.0059 -3.6658 -1.373 0.061 0.812
H 3.1977 0.2093 -2.6644 -0.121 -1.276 -0.161
H 2.1948 0.2092 -4.8341 -0.795 -2.081 1.476
H 0.9763 -0.9075 -3.9038 1.275 -0.123 -0.437
H 0.6283 -1.2055 -6.1319 1.044 -0.719 -0.536
H 1.9649 -1.8022 -7.3310 -0.571 0.182 1.351
H 1.5504 -4.2451 -6.5487 -0.898 1.233 0.154
H -0.0316 -3.4359 -7.1237 1.105 -0.024 1.008
H 0.3438 -3.6419 -5.3149 0.489 0.360 -1.345
H 5.3957 -3.0142 1.7923 -0.675 -0.164 -2.269
H 5.1319 -4.2558 0.3642 -0.148 1.515 0.704
C 3.9205 1.1868 -7.0263 0.191 -0.034 0.158
Cl 2.8015 1.8794 -5.8466 0.364 1.017 -0.531
Cl 3.3348 1.4063 -8.6799 0.001 0.051 -0.050
H 4.8870 1.6771 -6.9260 -0.198 0.030 -0.039
H 4.0243 0.1230 -6.8282 -0.186 0.188 0.006
C -3.6600 6.8942 2.9941 0.027 0.234 0.037
Cl -4.3464 5.3757 2.3988 -0.522 0.198 -0.218
Cl -2.0037 7.1178 2.4162 -0.164 0.900 -0.490
H -4.2721 7.7219 2.6401 0.107 -0.159 -0.070
H -3.6562 6.8772 4.0821 0.142 -0.150 -0.301
C -6.4411 3.8886 -4.7510 0.145 0.177 0.110
Cl -6.4223 2.1207 -4.7106 -0.057 -0.046 -0.164
Cl -5.9920 4.5684 -3.1823 -0.703 0.243 -0.044
H -5.7329 4.2311 -5.5022 -0.088 -0.184 0.524
H -7.4439 4.2257 -5.0081 0.109 -0.097 0.102
C -4.6281 -4.9998 6.2728 0.045 0.315 -0.069
Cl -5.2733 -6.3099 5.2756 0.009 0.027 -0.081
Cl -4.5307 -5.4754 7.9723 0.011 -0.248 0.011
H -3.6315 -4.7441 5.9212 -0.225 -0.166 0.124
H -5.2818 -4.1339 6.1858 0.031 -0.173 0.056
C -0.6888 3.8465 4.8721 0.093 -0.042 0.203
Cl -1.9665 4.6784 3.9753 0.473 -1.105 0.820
Cl 0.6439 3.3650 3.8137 0.052 0.322 -0.187
H -0.3051 4.5175 5.6387 -0.015 -0.066 -0.158
H -1.1074 2.9555 5.3375 -0.010 0.103 -0.176
C 2.6649 1.6642 6.9725 0.188 0.209 -0.097
Cl 3.0481 0.1108 7.7249 0.082 0.000 -0.003
Cl 0.9377 1.7964 6.6212 0.261 0.100 0.618
H 2.9499 2.4657 7.6511 -0.115 -0.168 -0.027
H 3.2220 1.7533 6.0409 -0.161 -0.091 0.056
C 5.3068 -2.6442 -7.1948 -0.008 -0.343 0.097
Cl 6.0232 -1.5783 -5.9806 0.074 -0.107 0.012
Cl 4.4731 -1.7180 -8.4514 0.144 -0.309 -0.188
H 6.0967 -3.2337 -7.6565 -0.060 0.211 0.022
H 4.5898 -3.3032 -6.7076 -0.004 0.262 0.019
C -4.8651 7.4116 7.3896 -0.089 -0.066 0.241
Cl -5.2384 7.9137 5.7361 -0.265 0.111 0.186
Cl -3.1339 7.1228 7.5948 -0.048 -0.017 0.059
H -5.1765 8.1968 8.0759 0.119 -0.035 -0.173
H -5.4055 6.4929 7.6100 0.138 0.081 -0.147
C 5.0072 5.3029 3.0012 -0.127 -0.296 -0.245
Cl 4.5184 5.4346 4.6965 -0.046 -0.067 0.059
Cl 5.9395 6.7180 2.4927 0.051 0.034 -0.060
H 5.6202 4.4125 2.8785 -0.071 0.158 0.075
H 4.1161 5.2244 2.3818 0.104 0.024 0.151
C -7.8001 3.6244 -8.2877 -0.038 -0.054 0.111
Cl -7.7741 3.1922 -10.0022 -0.111 -0.050 -0.030
Cl -6.2618 4.3370 -7.7854 -0.007 0.111 -0.564
H -8.5952 4.3454 -8.1172 0.236 -0.037 -0.163
H -7.9835 2.7262 -7.6989 0.209 0.194 -0.191
C 7.3158 -3.0746 4.1855 0.067 0.196 -0.230
Cl 6.6959 -4.4093 3.2062 0.402 -0.229 0.318
Cl 7.4036 -3.5219 5.8943 0.018 0.146 0.100
H 8.3131 -2.8137 3.8366 -0.120 -0.131 0.081
H 6.6515 -2.2181 4.0777 0.002 -0.157 0.062
C -11.0815 1.9815 -6.9191 -0.190 -0.196 -0.047
Cl -9.6486 0.9615 -7.0931 -0.176 -0.207 0.032
Cl -10.6360 3.6599 -6.5834 -0.272 0.068 0.146
H -11.6548 1.9461 -7.8436 0.186 0.075 0.078
H -11.6855 1.6053 -6.0956 0.199 0.096 -0.033
C -2.9961 -1.2775 -6.6488 -0.028 0.132 -0.122
Cl -2.9971 -3.0444 -6.6073 -0.044 -0.042 -0.085
Cl -2.5418 -0.5996 -5.0807 0.013 0.095 -0.049
H -2.2813 -0.9424 -7.3989 0.002 -0.108 0.168
H -3.9933 -0.9301 -6.9081 0.129 -0.129 0.156
C -5.3362 -0.2738 -9.7775 -0.007 0.079 -0.270
Cl -5.7743 0.4792 -8.2406 -0.082 0.186 0.028
Cl -5.2127 -2.0298 -9.6138 0.046 0.018 -0.076
H -6.1005 -0.0407 -10.5166 0.027 -0.053 0.194
H -4.3756 0.1212 -10.1031 -0.093 -0.093 0.155
C 8.4737 -7.0367 6.3458 -0.012 0.221 -0.140
Cl 7.8528 -8.3716 5.3674 0.023 0.053 -0.077
Cl 8.5625 -7.4838 8.0545 0.052 0.084 0.059
H 9.4709 -6.7762 5.9963 -0.115 -0.147 0.083
H 7.8096 -6.1805 6.2382 0.046 -0.254 0.047
C -4.3501 -0.7611 8.9978 0.004 0.046 -0.283
Cl -4.3085 -2.5268 9.0379 -0.056 0.266 -0.097
Cl -3.9225 -0.0722 10.5705 -0.012 0.141 0.038
H -3.6392 -0.4088 8.2521 -0.001 -0.148 0.147
H -5.3547 -0.4374 8.7321 0.110 -0.096 0.153
```
Positions in Å, forces in eV/Å.

Mulliken population analysis, charges in e, atoms 1 to 5:
1. C -0.9135
2. C -0.0448
3. C 1.8137
4. C -1.1916
5. I -0.0262

# 2
This record from OMol25 describes C44H38N4O4P2Pt as an isolated structure. The level of theory is the ωB97M-V functional and the def2-TZVPD basis.

Output
<S²>	6.02
spin multiplicity	5
frontier orbital gap (alpha / beta)	6.2 / 6.3	eV
charge	+2
HOMO energy (alpha / beta)	-12.2560 / -13.8273	eV

```
93
Properties=species:S:1:pos:R:3:forces:R:3
Pt -0.1511 -0.2166 0.7614 0.000 -0.012 0.031
O 0.5196 -5.2601 -4.2518 0.054 -0.009 -0.051
C -0.3914 -4.9707 -3.4659 -0.119 -0.050 0.100
O -1.3423 -5.7883 -3.5062 0.042 0.039 -0.025
C -0.3689 -3.7993 -2.5444 0.029 0.023 -0.024
C 0.7699 -3.0136 -2.4789 -0.010 -0.002 -0.005
C 0.7720 -1.9355 -1.6058 0.006 -0.003 0.004
N -0.3015 -1.6901 -0.8482 -0.003 0.009 -0.011
C -1.4054 -2.4418 -0.8924 -0.002 -0.010 0.000
C -1.4738 -3.5226 -1.7605 -0.010 -0.004 0.009
C -2.5115 -2.0612 0.0342 0.004 0.008 -0.006
C -3.6998 -2.7716 0.1073 0.000 0.003 -0.003
C -4.6858 -2.3500 0.9869 -0.002 0.001 0.002
C -4.4622 -1.2324 1.7725 -0.004 -0.002 0.004
C -3.2474 -0.5782 1.6532 0.002 -0.005 0.003
N -2.3042 -0.9832 0.8076 -0.002 -0.002 -0.006
C 1.9257 -1.0018 -1.4469 -0.007 0.000 -0.008
C 3.0520 -1.0866 -2.2522 0.002 0.000 0.006
C 4.0827 -0.1773 -2.0716 -0.001 0.001 -0.002
C 3.9614 0.7924 -1.0918 0.002 -0.002 -0.003
C 2.8105 0.8122 -0.3219 0.001 -0.009 0.012
N 1.8182 -0.0601 -0.4956 -0.003 0.012 0.010
H 1.6191 -3.2601 -3.0998 0.004 0.007 0.003
H -2.3505 -4.1503 -1.8293 0.004 -0.005 -0.005
H -3.8689 -3.6422 -0.5086 0.003 -0.001 -0.001
H -5.6198 -2.8915 1.0526 0.000 0.000 0.000
H -5.2094 -0.8699 2.4641 0.000 0.001 -0.001
H -3.0039 0.2998 2.2414 -0.002 -0.001 0.000
H 3.1323 -1.8410 -3.0204 0.001 0.000 0.000
H 4.9658 -0.2278 -2.6939 0.000 0.000 0.000
H 4.7387 1.5234 -0.9205 0.000 0.001 0.000
H 2.6734 1.5380 0.4732 -0.002 0.005 -0.006
N -0.9107 1.5936 -0.5107 -0.008 0.009 -0.005
C -0.1585 2.8641 -0.3755 -0.008 0.008 -0.004
C -0.1906 3.3971 1.0545 -0.012 -0.028 -0.020
C 0.3038 2.3560 2.0434 0.040 0.105 0.059
O 1.4793 2.3832 2.4380 0.002 -0.025 -0.019
O -0.5504 1.4614 2.3963 -0.003 -0.065 -0.014
H -0.9553 1.3358 -1.4920 0.005 -0.010 0.001
H -1.8715 1.7405 -0.2115 -0.003 0.000 -0.006
H -0.5669 3.6234 -1.0445 0.004 0.002 -0.001
H 0.8684 2.6731 -0.6860 0.004 -0.005 0.001
H -1.2111 3.6745 1.3246 0.000 -0.004 -0.001
H 0.4400 4.2818 1.1109 0.001 0.002 0.004
C 0.0967 -0.8981 4.1131 -0.026 -0.007 0.011
P 0.5004 -1.6569 2.4929 -0.006 -0.030 -0.004
C -0.4631 -3.1889 2.4327 0.001 0.004 -0.007
C -0.1069 -4.1513 1.4848 0.008 0.003 0.001
C -0.8646 -5.3017 1.3339 -0.003 0.001 -0.004
C -1.9938 -5.4983 2.1195 -0.004 -0.001 -0.002
C -2.3567 -4.5447 3.0594 0.003 0.004 0.000
C -1.5957 -3.3940 3.2174 0.002 0.001 0.004
C 2.2254 -2.1658 2.6585 -0.001 -0.015 -0.002
C 2.5854 -3.4065 3.1859 0.006 0.009 -0.010
C 3.9235 -3.7120 3.3804 0.006 0.003 0.000
C 4.9052 -2.7819 3.0630 -0.010 -0.002 -0.007
C 4.5515 -1.5393 2.5567 -0.006 -0.015 -0.028
C 3.2153 -1.2337 2.3527 0.010 -0.018 -0.053
P 0.9725 0.6834 4.3522 -0.030 0.041 -0.010
C 0.0753 1.6518 5.5531 0.011 0.000 0.008
C -1.2896 1.9056 5.3804 0.006 -0.007 -0.012
C -1.9721 2.6633 6.3139 -0.005 -0.001 0.003
C -1.3003 3.1880 7.4122 0.003 0.000 -0.002
C 0.0566 2.9535 7.5780 -0.003 0.001 -0.001
C 0.7497 2.1897 6.6525 -0.002 -0.002 -0.007
C 2.6364 0.3850 4.9388 0.023 0.027 0.036
C 3.6007 1.3492 4.6399 0.000 -0.005 0.024
C 4.9045 1.1742 5.0774 -0.005 -0.006 0.008
C 5.2494 0.0371 5.7954 0.004 0.011 -0.002
C 4.2921 -0.9271 6.0855 -0.008 0.006 0.004
C 2.9853 -0.7574 5.6602 -0.007 0.010 0.025
H 0.2913 -1.5959 4.9315 -0.009 0.005 0.005
H -0.9627 -0.6330 4.1138 0.006 -0.008 0.001
H 0.7826 -4.0118 0.8782 0.003 0.001 -0.002
H -0.5676 -6.0532 0.6133 0.000 0.000 -0.001
H -2.5794 -6.4014 2.0096 0.001 0.000 0.000
H -3.2265 -4.7018 3.6838 0.001 0.000 0.001
H -1.8911 -2.6705 3.9664 0.000 0.007 0.006
H 1.8277 -4.1357 3.4433 -0.004 -0.004 -0.001
H 4.2005 -4.6771 3.7832 0.000 -0.001 0.000
H 5.9480 -3.0257 3.2177 0.002 -0.001 0.000
H 5.3144 -0.8061 2.3293 -0.001 0.000 0.000
H 2.9339 -0.2528 1.9902 0.001 -0.011 -0.012
H -1.8055 1.5290 4.5069 0.003 0.000 0.002
H -3.0287 2.8553 6.1839 0.001 0.001 0.000
H -1.8372 3.7843 8.1376 0.000 0.000 0.001
H 0.5787 3.3622 8.4322 0.000 0.000 0.000
H 1.8056 2.0028 6.7935 0.006 -0.001 -0.005
H 3.3267 2.2231 4.0624 -0.006 0.005 0.002
H 5.6515 1.9249 4.8569 0.003 0.003 0.001
H 6.2679 -0.0979 6.1346 0.002 0.000 0.002
H 4.5627 -1.8091 6.6504 0.001 -0.002 0.001
H 2.2483 -1.5130 5.9015 0.007 0.007 0.002
```
Positions in Å, forces in eV/Å.

Mulliken population analysis, charges in e, atoms 1 to 5:
1. Pt 4.5556
2. O -0.4330
3. C 0.7593
4. O -0.4082
5. C -0.5299